Record 1
{
  "formula": "C3H3N3",
  "method": "ωB97M-V/def2-TZVPD",
  "homo_lumo_gap_ev": 8.74,
  "lumo_energy_ev": 0.07,
  "multiplicity": 1,
  "species": ["N", "C", "C", "N", "C", "N", "H", "H", "H"],
  "xyz": [[-0.081, -0.544, -0.751], [0.437, 0.362, 0.331], [-0.346, 1.609, 0.360], [-1.019, 2.553, 0.292], [0.064, -1.125, 0.747], [-0.051, -2.182, 1.281], [0.538, -0.878, -1.466], [-1.046, -0.386, -0.992], [1.504, 0.592, 0.198]],
  "forces_ev_per_angstrom": [[-0.30, 0.10, -1.43], [-0.17, -1.07, 0.08], [-0.74, 0.31, 0.43], [0.97, -1.24, 0.13], [0.43, 0.78, 1.72], [0.17, 1.31, -0.35], [0.11, 0.13, -0.42], [-0.02, 0.02, -0.38], [-0.45, -0.34, 0.22]],
  "mulliken_charge": [-0.3345, -0.0117, 0.1495, -0.3521, 0.2198, -0.5291, 0.2702, 0.2939, 0.2939]
}


Record 2
{
  "formula": "C3H3N3",
  "method": "ωB97M-V/def2-TZVPD",
  "homo_lumo_gap_ev": [8.64, 5.78],
  "lumo_energy_ev": [-1.72, -3.76],
  "multiplicity": 1,
  "species": ["C", "C", "C", "N", "N", "N", "H", "H", "H"],
  "xyz": [[-0.676, -1.334, 0.917], [0.962, 0.227, 1.434], [-0.115, 0.639, -1.541], [-1.585, -2.028, 1.070], [1.540, 0.996, 2.106], [0.273, -0.529, 0.672], [-0.893, -0.053, -1.242], [-0.169, 1.640, -1.158], [0.663, 0.441, -2.257]],
  "forces_ev_per_angstrom": [[-1.04, -0.13, 0.47], [0.77, 2.05, 2.00], [-0.26, -0.39, 1.33], [-0.78, -0.81, 0.02], [-0.33, -0.90, -0.82], [1.71, 0.23, -2.37], [-0.01, 0.15, -0.79], [-0.10, 0.26, 0.14], [0.03, -0.45, 0.02]],
  "mulliken_charge": [0.5843, 0.5130, -0.5922, -0.4164, -0.4252, -0.5515, 0.2866, 0.3036, 0.2977]
}


Record 3
{
  "formula": "C3H3N3",
  "method": "ωB97M-V/def2-TZVPD",
  "homo_lumo_gap_ev": 9.15,
  "lumo_energy_ev": -1.52,
  "multiplicity": 1,
  "species": ["C", "C", "C", "H", "H", "H", "N", "N", "N"],
  "xyz": [[-0.273, 0.207, 0.704], [-0.657, -0.881, -0.240], [0.650, 0.236, -1.186], [0.097, 1.255, 2.131], [-1.425, -1.634, -0.172], [1.562, 0.317, -1.774], [-0.325, 0.462, 2.007], [-0.222, -0.848, -1.391], [0.593, 0.886, -0.080]],
  "forces_ev_per_angstrom": [[0.31, 0.25, 3.72], [-5.26, -3.46, 3.19], [3.02, 1.30, -0.42], [3.48, 6.01, 0.98], [-0.34, -0.21, 1.38], [-0.54, 0.46, -0.62], [-4.42, -7.59, -4.62], [2.00, 1.31, -1.70], [1.76, 1.93, -1.90]],
  "mulliken_charge": [0.6216, -0.1466, -0.0430, 0.3148, 0.4088, 0.3418, -0.6226, -0.3988, -0.4761]
}


Record 4
{
  "formula": "C3H3N3O",
  "method": "ωB97M-V/def2-TZVPD",
  "homo_lumo_gap_ev": 9.23,
  "lumo_energy_ev": -0.25,
  "multiplicity": 1,
  "species": ["H", "N", "N", "C", "C", "N", "C", "O", "H", "H"],
  "xyz": [[1.663, 2.298, 0.229], [0.657, 2.151, 0.063], [0.481, 0.919, 0.087], [-0.854, 0.533, -0.109], [-1.129, -0.778, -0.149], [-0.196, -1.795, -0.022], [1.015, -1.775, 0.141], [2.159, -1.947, 0.293], [-1.625, 1.293, -0.219], [-2.148, -1.117, -0.294]],
  "forces_ev_per_angstrom": [[-0.12, 0.04, -0.06], [0.13, -0.40, 0.10], [-0.07, 0.45, -0.05], [-0.08, -0.22, 0.00], [-0.05, 0.24, -0.02], [0.48, 0.02, 0.07], [0.33, -0.17, 0.05], [-0.91, 0.15, -0.12], [0.14, -0.09, 0.01], [0.14, -0.02, 0.02]],
  "mulliken_charge": [0.2637, -0.7572, 0.2022, -0.0592, -0.2884, -0.4341, 0.7136, -0.4102, 0.4001, 0.3693]
}


Record 5
{
  "formula": "C3H3N3O",
  "method": "ωB97M-V/def2-TZVPD",
  "homo_lumo_gap_ev": 7.71,
  "lumo_energy_ev": -0.78,
  "multiplicity": 1,
  "species": ["O", "C", "C", "N", "N", "C", "N", "H", "H", "H"],
  "xyz": [[-1.375, 0.939, -0.829], [-0.483, 0.119, -0.232], [0.527, -0.378, -1.154], [1.551, -0.869, -0.502], [1.822, -0.777, 0.644], [0.170, 0.199, 1.310], [-0.904, -0.434, 0.996], [-2.205, 0.889, -0.328], [0.492, -0.241, -2.222], [0.405, 0.552, 2.317]],
  "forces_ev_per_angstrom": [[-0.20, 0.00, 0.09], [0.03, -0.15, -0.21], [0.03, 0.01, 0.00], [0.03, 0.07, 0.80], [-0.20, -0.06, -0.86], [-0.32, -0.11, 0.27], [0.47, 0.23, -0.05], [0.11, 0.04, -0.08], [0.04, 0.00, 0.16], [0.01, -0.03, -0.13]],
  "mulliken_charge": [-0.4862, 0.8287, -0.5330, 0.0999, -0.4103, -0.2000, -0.4524, 0.3665, 0.4073, 0.3795]
}


Record 6
{
  "formula": "C3H3N3O",
  "method": "ωB97M-V/def2-TZVPD",
  "homo_lumo_gap_ev": 10.28,
  "lumo_energy_ev": -0.03,
  "multiplicity": 1,
  "species": ["O", "C", "C", "C", "N", "N", "N", "H", "H", "H"],
  "xyz": [[-0.432, 0.474, 1.932], [0.009, 1.040, 0.965], [-0.284, 0.541, -0.455], [0.954, -0.093, -0.508], [0.808, -1.435, -0.551], [-0.463, -1.686, -0.650], [-1.120, -0.540, -0.606], [0.743, 1.862, 1.023], [1.910, 0.404, -0.440], [-2.126, -0.567, -0.710]],
  "forces_ev_per_angstrom": [[-0.10, 0.59, -0.27], [-0.84, 0.45, 0.26], [0.40, -0.42, 0.76], [0.44, -0.35, -0.49], [0.09, -0.05, -0.76], [-0.03, 0.19, -0.38], [-0.03, -0.15, 0.39], [-0.17, -0.06, -0.04], [0.06, -0.28, 0.21], [0.19, 0.09, 0.32]],
  "mulliken_charge": [-0.4923, -0.0311, 0.4100, -0.4477, -0.2612, -0.4284, 0.2215, 0.3609, 0.4215, 0.2468]
}


Record 7
{
  "formula": "C3H3N3O",
  "method": "ωB97M-V/def2-TZVPD",
  "homo_lumo_gap_ev": 9.43,
  "lumo_energy_ev": -0.57,
  "multiplicity": 1,
  "species": ["O", "C", "N", "C", "C", "N", "N", "H", "H", "H"],
  "xyz": [[2.283, -1.314, -0.111], [1.246, -0.766, 0.145], [-0.003, -1.440, 0.155], [-1.063, -0.747, -0.096], [-1.039, 0.684, -0.213], [-0.009, 1.294, 0.232], [1.164, 0.626, 0.528], [-2.025, -1.260, -0.160], [-1.872, 1.302, -0.524], [1.319, 1.622, 0.043]],
  "forces_ev_per_angstrom": [[-0.43, 0.37, 0.22], [0.20, 0.52, -0.35], [0.05, 0.43, -0.03], [0.22, -0.35, -0.03], [-0.30, -0.17, 0.26], [-2.13, 0.24, 0.23], [-0.85, 1.07, -0.87], [0.22, -0.07, 0.01], [-0.07, -0.19, 0.07], [3.09, -1.85, 0.49]],
  "mulliken_charge": [-0.5038, 0.4173, -0.4309, 0.0716, -0.1551, -0.4131, -0.1958, 0.3756, 0.4025, 0.4316]
}


Record 8
{
  "formula": "C3H3N3O",
  "method": "ωB97M-V/def2-TZVPD",
  "homo_lumo_gap_ev": 10.40,
  "lumo_energy_ev": 0.76,
  "multiplicity": 1,
  "species": ["N", "C", "C", "C", "O", "H", "H", "H", "N", "N"],
  "xyz": [[2.155, -0.159, 0.477], [1.059, -0.670, 0.301], [-0.120, -1.220, 0.115], [-1.388, -0.472, 0.400], [-1.762, -0.153, 1.499], [2.510, 0.389, -0.309], [-0.153, -2.195, -0.360], [-1.972, -0.174, -0.492], [0.379, 2.346, -1.020], [-0.661, 2.465, -0.675]],
  "forces_ev_per_angstrom": [[-0.56, -0.31, -0.03], [0.33, 0.28, -0.10], [0.22, 0.08, 0.05], [-0.03, 0.15, 0.37], [0.24, -0.04, -0.37], [-0.05, -0.05, 0.13], [-0.10, 0.12, -0.06], [-0.06, -0.26, 0.02], [-1.77, 0.20, 0.60], [1.78, -0.16, -0.61]],
  "mulliken_charge": [-0.5062, 0.3846, -0.4787, 0.0149, -0.4148, 0.3015, 0.3414, 0.3540, 0.0564, -0.0531]
}


Record 9
{
  "formula": "C3H3N3O",
  "method": "ωB97M-V/def2-TZVPD",
  "homo_lumo_gap_ev": 9.95,
  "lumo_energy_ev": 0.43,
  "multiplicity": 1,
  "species": ["N", "C", "C", "C", "N", "N", "O", "H", "H", "H"],
  "xyz": [[2.318, -0.608, 0.732], [1.221, -0.723, 0.226], [-0.009, -0.923, -0.225], [-1.021, 0.119, -0.026], [-1.262, 1.307, -1.031], [-1.282, 2.088, -0.107], [-0.755, 1.035, 1.006], [3.073, -0.169, 0.211], [-0.244, -1.847, -0.745], [-2.040, -0.279, -0.043]],
  "forces_ev_per_angstrom": [[-0.61, -0.06, -0.15], [0.44, 0.03, 0.02], [0.27, 0.14, -0.03], [-0.29, 0.23, -1.53], [0.10, -0.72, 1.07], [1.03, -1.08, 0.97], [-0.93, 1.53, -0.79], [-0.12, -0.05, -0.05], [0.06, 0.16, 0.13], [0.05, -0.19, 0.34]],
  "mulliken_charge": [-0.4600, 0.4551, -0.6438, 0.2540, -0.1552, -0.0068, -0.3904, 0.2965, 0.3621, 0.2887]
}


Record 10
{
  "formula": "C3H3N3O",
  "method": "ωB97M-V/def2-TZVPD",
  "homo_lumo_gap_ev": 11.10,
  "lumo_energy_ev": 0.41,
  "multiplicity": 1,
  "species": ["O", "C", "N", "C", "N", "C", "N", "H", "H", "H"],
  "xyz": [[2.556, 0.586, 0.425], [1.754, -0.309, 0.421], [0.364, -0.096, 0.612], [-0.292, 0.766, -0.294], [-1.698, 0.954, 0.100], [-1.802, -0.308, -0.081], [-0.449, -0.672, -0.513], [2.008, -1.377, 0.340], [0.222, 1.420, -0.987], [-2.664, -0.965, -0.025]],
  "forces_ev_per_angstrom": [[-0.41, -0.43, 0.01], [0.29, 0.28, 0.00], [0.06, 0.14, 0.19], [0.35, 0.47, -0.20], [0.00, -0.40, -0.10], [-0.30, 0.11, 0.12], [-0.13, -0.23, -0.34], [-0.02, 0.08, 0.02], [0.03, 0.00, 0.15], [0.13, -0.01, 0.15]],
  "mulliken_charge": [-0.4532, 0.1309, -0.2077, 0.5311, -0.5130, -0.0245, -0.4980, 0.3450, 0.3533, 0.3362]
}


Result set for energy above the lowest of the compared OMol25 structures with the same formula, charge and spin: 381.3 471.0 255.7 194.3 522.9 314.7 324.6 112.3 482.2 417.4 kJ/mol, one per record in the order listed.
Result set for energy: -7625.59732 -7624.66788 -7626.89941 -9675.44068 -9672.03433 -9674.19276 -9674.09046 -9676.29057 -9672.45698 -9673.12852 eV, one per record in the order listed.